(1)
Here is a 2-piece molecular cluster, C2H3F3O2 overall from the Open Molecules 2025 dataset. Energies are from ωB97M-V with the def2-TZVPD basis set.

Structure (XYZ):
```
10
Properties=species:S:1:pos:R:3:lowdin_charge:R:1
C 1.53 0.07 -0.47 -0.21
C -1.29 0.02 0.11 -0.51
O -1.32 -1.24 0.22 0.22
O -1.30 0.83 1.11 0.16
F 1.32 -1.28 -0.16 -0.09
F 2.39 0.55 0.45 -0.03
F -1.43 0.68 -1.10 0.08
H 2.02 0.19 -1.49 0.10
H -0.55 -1.62 0.53 0.08
H -1.36 1.80 0.81 0.19
```

Computed properties:
E_HOMO (alpha / beta): -8.203 / -6.427 eV

=====

(2)
Here is one molecule with the formula C2H3F3O2 from the Open Molecules 2025 dataset. Energies are from ωB97M-V with the def2-TZVPD basis set.

Structure (XYZ):
```
10
Properties=species:S:1:pos:R:3:lowdin_charge:R:1
O 1.35 -0.35 0.75 0.09
C 0.49 0.22 -0.14 -0.61
O 0.70 -0.16 -1.40 0.15
F 0.61 1.59 0.08 0.06
C -1.02 -0.19 0.45 -0.25
F -1.19 -1.50 0.34 0.09
F -2.02 0.28 -0.38 0.04
H 2.17 0.15 0.96 0.15
H 0.10 -0.15 -2.12 0.12
H -1.20 0.11 1.46 0.15
```

Computed properties:
SMILES: OC(O)(F)C(F)F
E_HOMO: -11.399 eV

=====

(2) takes first place; second place is 0.1612 hartree up.

=====

(1)
Here is C4H8N2 as an isolated structure from the Open Molecules 2025 dataset. Energies are from ωB97M-V with the def2-TZVPD basis set.

Structure (XYZ):
```
14
Properties=species:S:1:pos:R:3:lowdin_charge:R:1
C -1.05 -1.25 0.09 -0.21
N -0.93 -0.80 1.52 -0.02
C -1.09 0.53 1.00 -0.18
C -1.26 0.19 -0.28 -0.11
C 1.79 1.12 -0.73 -0.15
N 1.89 -0.13 -0.54 0.02
H -1.93 -1.90 -0.06 0.10
H -0.14 -1.74 -0.28 0.09
H 0.00 -0.97 1.89 0.10
H -1.13 1.44 1.60 0.10
H -1.51 0.71 -1.20 0.08
H 1.78 1.79 0.14 0.06
H 1.71 1.61 -1.71 0.07
H 1.86 -0.62 -1.44 0.04
```

Computed properties:
E_HOMO: -8.412 eV

=====

(2)
Here is one molecule with the formula C4H8N2 from the Open Molecules 2025 dataset. Energies are from ωB97M-V with the def2-TZVPD basis set.

Structure (XYZ):
```
14
Properties=species:S:1:pos:R:3:lowdin_charge:R:1
C 0.19 -1.68 -0.68 -0.11
C 0.55 -0.61 0.36 -0.22
C -0.44 0.56 0.40 -0.42
N 0.02 1.63 1.27 0.04
C -0.70 1.07 -0.98 -0.20
N -0.87 1.55 -2.02 0.15
H 0.14 -1.26 -1.69 0.07
H -0.78 -2.15 -0.46 0.08
H 0.95 -2.47 -0.69 0.07
H 0.58 -1.05 1.36 0.11
H 1.56 -0.22 0.15 0.11
H -1.39 0.19 0.80 0.15
H 0.86 2.06 0.88 0.08
H -0.68 2.37 1.29 0.08
```

Computed properties:
SMILES: CC[C@@H](N)C#N
E_HOMO: -10.371 eV

=====

(2) takes first place; second place is 0.0988 hartree up.